C2Cl2F2O | the ωB97M-V functional and the def2-TZVPD basis

Properties
* Kohn-Sham gap (alpha / beta): 0.3053 / 0.3200 Ha

```
! wB97M-V def2-TZVPD RIJCOSX def2/J DEFGRID3
* xyz 0 1
C -0.80176 0.22978 -1.38292
C 0.42206 -0.39006 0.96114
O -1.81085 -0.11011 -1.94405
F -0.54371 -0.95873 1.73756
F 0.50524 0.93629 1.29830
Cl 0.26702 1.42099 -1.62719
Cl 1.96199 -1.12815 0.95716
*
```

C4H6O2 | the ωB97M-V functional and the def2-TZVPD basis

Properties
* Kohn-Sham gap: 0.3613 Ha

```
! wB97M-V def2-TZVPD RIJCOSX def2/J DEFGRID3
* xyz 0 1
C -0.43961 0.65705 2.39062
C -0.63903 0.47064 1.19730
C -0.06886 -0.11017 -1.30059
C 0.53677 -0.79793 -0.10484
H -0.44761 1.18513 3.44579
H -0.73352 0.20827 0.15249
H 0.12864 0.95140 -2.76648
H -0.04179 -1.69110 0.02809
H 1.60393 -0.98748 -0.28918
H 0.55758 -0.23577 0.87202
O -1.09902 -0.48158 -1.78073
O 0.64252 0.83154 -1.84449
*
```

C3H8BrIOSi | the ωB97M-V functional and the def2-TZVPD basis

Properties
* Kohn-Sham gap: 0.3701 Ha

```
! wB97M-V def2-TZVPD RIJCOSX def2/J DEFGRID3
* xyz 0 1
C 0.63993 -2.08805 -1.42191
C -0.12089 -1.23243 -0.38235
O 0.93486 -0.21726 -0.21216
Si 0.51642 1.43040 0.71507
C -1.47428 1.83848 1.10176
Br 1.66850 2.91055 -0.48668
I 1.73568 1.42346 2.83138
H 1.34225 -2.68746 -0.90582
H 0.06251 -2.90288 -2.03937
H 1.16261 -1.39178 -2.12727
H -0.21951 -1.91565 0.49616
H -0.97524 -0.84408 -0.91618
H -1.41544 2.50579 1.91953
H -1.93585 2.29130 0.21029
H -1.92155 0.87962 1.21757
*
```

C3H3ClFNO3 | the ωB97M-V functional and the def2-TZVPD basis

Properties
* Kohn-Sham gap: 0.3594 Ha

```
! wB97M-V def2-TZVPD RIJCOSX def2/J DEFGRID3
* xyz 0 1
C 0.60535 0.72861 0.46325
C -0.33113 1.69669 -0.25694
C 0.56540 -0.84347 0.08750
N -0.71903 -1.69346 0.31238
O -0.62339 -2.76091 0.86235
O 1.47576 0.93391 1.22973
O -1.75939 -1.18480 0.00454
F 0.40075 -0.62162 -1.64038
Cl 1.95390 -1.77336 0.44370
H 0.02523 2.62121 -0.18417
H -1.34636 1.47643 -0.04201
H -0.24711 1.42076 -1.27997
*
```

C3H9S | the ωB97M-V functional and the def2-TZVPD basis

Properties
* Kohn-Sham gap: 0.2182 Ha

```
! wB97M-V def2-TZVPD RIJCOSX def2/J DEFGRID3
* xyz -1 1
C -1.95209 2.22189 -0.77927
C -0.82336 2.09267 0.32998
H -2.11258 1.22637 -1.23121
H -1.59776 2.88597 -1.58443
H -2.96742 2.57022 -0.29258
H -0.90075 1.08678 0.83701
H 0.20676 2.10789 -0.16686
H -0.89845 2.95665 1.02622
C 2.02514 -3.71409 0.79912
S 2.97574 -2.37736 -1.34979
H 1.11742 -3.48098 0.22777
H 2.39085 -4.63418 0.80919
H 2.53653 -2.94181 1.37485
*
```

C4H8BrNS | the ωB97M-V functional and the def2-TZVPD basis

Properties
* Kohn-Sham gap: 0.3187 Ha

```
! wB97M-V def2-TZVPD RIJCOSX def2/J DEFGRID3
* xyz 0 1
C 0.71226 0.09050 -0.28673
C 1.98352 0.26577 -0.28408
C -1.51973 0.98799 0.67065
C -0.39801 1.17089 -0.38218
N 1.73148 -2.70265 0.08403
S 3.05870 -1.80785 -0.00862
Br 3.20379 1.67145 -0.14753
H 0.49362 -0.99592 -0.55231
H -1.63726 1.72470 1.45974
H -1.26446 0.00386 1.04676
H -2.46490 0.88074 0.18889
H -0.71545 1.11652 -1.34756
H 0.10961 2.15076 -0.15807
H 1.82934 -3.28512 0.91960
H 1.27151 -3.21965 -0.65387
*
```

C12H11F2NTc | the ωB97M-V functional and the def2-TZVPD basis

Properties
* Kohn-Sham gap (alpha / beta): 0.2901 / 0.1893 Ha

```
! wB97M-V def2-TZVPD RIJCOSX def2/J DEFGRID3
* xyz 2 4
Tc 0.19631 -1.10882 0.98705
C 1.31686 0.79332 -2.02869
H 1.73656 1.79743 -2.08709
H 1.30786 0.47056 -0.97052
H 1.87056 0.08385 -2.64554
H 0.28079 0.86121 -2.25788
H 0.93956 -1.23970 2.23318
F 1.46951 3.96599 2.98885
C 0.55027 2.99865 2.63634
C 0.96741 1.91963 1.85074
C 0.03039 0.90257 1.54924
C -1.35647 1.11892 1.83910
C -1.65911 2.22037 2.68048
F -2.91593 2.32027 3.24422
C -0.74050 3.15835 3.13628
C -2.34176 0.19860 1.31361
C -3.73657 0.18440 1.43457
C -4.45290 -0.77497 0.74220
C -3.82202 -1.73098 -0.05288
C -2.42413 -1.74810 -0.11196
N -1.74723 -0.83846 0.64896
H 1.99360 1.86188 1.49048
H -1.01914 3.95441 3.82361
H -4.17799 0.89756 2.10976
H -5.52335 -0.77442 0.82274
H -4.35938 -2.49841 -0.61589
H -1.82279 -2.44078 -0.71925
*
```

C39H64AsN3NiO4PSbSe2Si3 | the ωB97M-V functional and the def2-TZVPD basis

Properties
* Kohn-Sham gap (alpha / beta): 0.2445 / 0.2443 Ha

```
! wB97M-V def2-TZVPD RIJCOSX def2/J DEFGRID3
* xyz 0 3
Ni 0.12241 -0.22894 -0.02447
Se -2.06885 0.43681 -0.47814
P -3.38575 -1.20109 -1.11813
Se -3.02048 -3.19863 -0.52902
C -3.22920 -0.89686 -2.90302
C -3.71791 0.29467 -3.44868
C -3.30286 0.70956 -4.70821
C -2.40242 -0.06750 -5.43783
C -1.94572 -1.26644 -4.90919
C -2.35682 -1.67763 -3.64518
C -5.08423 -0.81110 -0.64679
C -5.40714 0.18084 0.27643
C -6.71279 0.28750 0.75924
C -7.69489 -0.58472 0.30886
C -7.38081 -1.57682 -0.61989
C -6.08655 -1.69097 -1.09917
H -4.38734 0.91078 -2.86877
H -3.69713 1.62728 -5.12155
H -2.07875 0.25061 -6.42698
H -1.26451 -1.87729 -5.48653
H -1.96339 -2.58077 -3.20721
H -4.61613 0.80825 0.66644
H -6.95795 1.03635 1.49972
H -8.70769 -0.51206 0.69736
H -8.15756 -2.24231 -0.98730
H -5.83064 -2.47390 -1.79750
C 3.76848 -1.45980 -3.19258
N 3.59824 -1.16841 -1.76040
C 4.65958 -1.19534 -0.89149
C 4.51851 -1.00817 0.44095
C 3.16590 -0.77748 0.90627
N 2.16891 -0.69641 0.04689
C 2.33464 -0.87962 -1.27911
O 1.34848 -0.78109 -2.00807
N 2.85960 -0.62692 2.19303
H 4.41114 -0.70444 -3.64224
H 2.79730 -1.45615 -3.66278
H 4.23795 -2.43105 -3.29859
H 5.62053 -1.37644 -1.35165
H 5.38362 -1.05359 1.09221
H 3.57613 -0.70088 2.89979
H 1.85328 -0.50710 2.40975
C -0.40378 5.99774 -0.29713
Si -1.05944 4.24874 -0.16446
C -1.92052 4.03454 1.46194
C -2.18866 3.95163 -1.59799
Sb 0.70128 2.25640 -0.15250
Si 1.72423 2.75785 -2.53881
C 1.60701 4.55369 -3.00379
C 3.53562 2.31937 -2.48672
C 0.77484 1.73914 -3.75678
Si 2.25828 3.07568 1.83625
C 2.26652 4.93053 1.89210
C 4.04866 2.55908 1.75448
C 1.46266 2.43154 3.39766
H -1.33868 6.59497 -0.25333
H 0.06608 6.21200 -1.26203
H 0.24598 6.34178 0.51009
H -2.77219 4.73051 1.51266
H -1.25114 4.25007 2.30665
H -2.31778 3.01347 1.57308
H -2.80709 4.85651 -1.73327
H -2.84605 3.09261 -1.40949
H -1.65874 3.77706 -2.54188
H 2.07742 5.23517 -2.28435
H 0.56020 4.87034 -3.17288
H 2.13516 4.65625 -3.96343
H 4.05162 3.08184 -1.89620
H 3.94883 2.33578 -3.50500
H 3.73648 1.33167 -2.05270
H -0.30321 1.95825 -3.74315
H 0.90817 0.66881 -3.61713
H 1.16140 2.02139 -4.75050
H 2.55499 5.40015 0.94637
H 3.00366 5.22295 2.65423
H 1.30349 5.35527 2.20261
H 4.52416 2.75836 0.77936
H 4.22229 1.52134 2.03858
H 4.53420 3.19320 2.50858
H 0.38019 2.59326 3.43002
H 1.92654 2.98928 4.23354
H 1.63754 1.37016 3.57682
C 0.03334 -5.06031 -2.58920
C -0.12235 -5.09308 -1.07511
As 0.62071 -3.51235 -0.17564
C 0.32154 -4.17189 1.66253
C 1.51215 -4.03444 2.62019
C 2.53086 -4.01622 -0.43081
C 2.92820 -5.49430 -0.35369
H -0.42593 -5.93779 -3.04286
H 1.07644 -5.05178 -2.91016
H -0.44378 -4.17310 -3.01695
H 0.36932 -5.96336 -0.62751
H -1.16982 -5.12348 -0.80472
H -0.00545 -5.20676 1.56637
H -0.53444 -3.60180 1.99733
H 2.32084 -4.73464 2.37570
H 1.22148 -4.21024 3.65776
H 1.94425 -3.03048 2.57808
H 3.07916 -3.43534 0.30111
H 2.79493 -3.59389 -1.40003
H 2.53611 -5.97030 0.54744
H 4.01363 -5.63001 -0.34322
H 2.55065 -6.05550 -1.21210
O -3.00259 0.25931 4.61537
C -1.82663 -0.17199 5.07465
C -1.60122 -0.17039 6.45536
C -0.40919 -0.64006 6.95866
C 0.59463 -1.12128 6.11632
C 0.37946 -1.08764 4.75041
C -0.79957 -0.59387 4.20954
C -0.97263 -0.43921 2.72979
O -2.13009 -0.23566 2.32842
O 0.09043 -0.50894 1.98007
H -2.95994 0.11990 3.62881
H -2.38678 0.20447 7.10427
H -0.25652 -0.65199 8.03329
H 1.53055 -1.49221 6.51888
H 1.14082 -1.49047 4.09366
*
```

C33H36FFeN9O5 | the ωB97M-V functional and the def2-TZVPD basis

Properties
* Kohn-Sham gap (alpha / beta): 0.1693 / 0.2357 Ha

```
! wB97M-V def2-TZVPD RIJCOSX def2/J DEFGRID3
* xyz 0 5
Fe 0.78332 1.85948 -1.79310
N 4.09559 3.91680 0.03512
C 3.15294 4.72620 0.63937
C 1.94661 4.34312 0.13903
N 2.13616 3.32056 -0.75208
C 3.42225 3.07718 -0.78738
C 3.87597 1.95607 -1.57345
N 2.97719 1.13546 -2.05947
C 3.65946 0.17041 -2.74875
C 4.99500 0.42195 -2.67585
N 5.12866 1.56307 -1.90961
H 5.07063 3.87624 0.26983
H 3.42801 5.49023 1.34361
H 0.96107 4.73104 0.34216
H 3.12416 -0.64824 -3.19746
H 5.84857 -0.10130 -3.06720
H 5.98140 2.06890 -1.75311
F 0.95777 -3.99452 1.22835
C 0.25180 -2.90534 1.64660
C 0.44301 -1.72245 1.00611
C -0.30189 -0.56940 1.41620
C -0.09776 0.66513 0.74564
O 0.84457 0.77672 -0.09873
C -0.97811 1.75420 1.08885
C -1.84389 1.59528 2.11051
N -1.96794 0.43631 2.83036
C -2.96289 0.33756 3.85716
C -2.51644 0.22041 5.28718
C -3.15244 1.48831 4.79243
C -1.24992 -0.69524 2.46088
C -1.44511 -1.91526 3.08860
C -0.68954 -3.05519 2.66794
N -0.79031 -4.20295 3.57973
C -2.10661 -4.91889 3.47734
C -2.34603 -5.71132 4.77314
N -1.07130 -5.82625 5.47262
C -0.02956 -6.32200 4.58668
C 0.29416 -5.23193 3.54452
C -0.96438 3.08562 0.37390
O -1.41503 4.06814 0.96618
O -0.54326 3.08242 -0.82990
H 1.07399 -1.64845 0.12893
H -2.47995 2.41681 2.40562
H -3.84508 -0.22690 3.56863
H -1.44832 0.23776 5.45470
H -3.08232 -0.42324 5.94717
H -2.50758 2.34571 4.66392
H -4.16244 1.71859 5.09877
H -2.16124 -2.01267 3.89401
H -2.02527 -5.55712 2.59892
H -2.87406 -4.17510 3.28705
H -2.78554 -6.68324 4.51504
H -3.05000 -5.18583 5.41854
H -1.15440 -6.38330 6.31024
H -0.75616 -3.83446 4.53813
H -0.32126 -7.24865 4.07435
H 0.86176 -6.53866 5.17225
H 0.33002 -5.63164 2.53803
H 1.22996 -4.71562 3.74396
C -2.65315 0.56543 -4.90982
C -1.63829 0.80706 -3.82429
N -1.46174 1.90684 -3.19795
O -2.18751 3.02291 -3.56007
C -0.73710 -0.29070 -3.46179
C -0.92101 -1.69784 -3.93724
N 0.27552 -0.04023 -2.67767
O 1.04229 -1.01230 -2.34720
H -3.29596 1.41920 -5.11458
H -3.31000 -0.25475 -4.61946
H -2.16053 0.27850 -5.84007
H -2.56349 2.88269 -4.43999
H -1.78197 -1.81733 -4.59027
H -1.02225 -2.36870 -3.07996
H -0.02336 -2.03397 -4.46371
C 1.52816 4.22160 -5.87483
C 1.70410 2.84405 -5.85378
C 1.48354 2.12758 -4.68182
C 1.09096 2.79739 -3.53042
C 0.90689 4.17146 -3.54574
C 1.12633 4.88160 -4.72243
H 1.69938 4.77775 -6.78851
H 2.01139 2.32225 -6.75325
H 1.61009 1.05227 -4.67428
H 0.55687 4.68231 -2.65693
H 0.97283 5.95445 -4.73615
*
```

C40H73F17O18S | the ωB97M-V functional and the def2-TZVPD basis

Properties
* Kohn-Sham gap: 0.3303 Ha

```
! wB97M-V def2-TZVPD RIJCOSX def2/J DEFGRID3
* xyz 0 1
C -0.20466 -1.97717 0.15005
S 0.69531 -1.23714 -1.19365
O 1.09198 -2.28537 -2.09795
O 1.74205 -0.43564 -0.62739
C -0.42317 -0.10036 -2.08798
C -1.80224 -0.61218 -2.44539
C -2.77125 -0.84038 -1.28973
O -4.10982 -0.71449 -1.73346
O -0.56119 0.98897 -1.16901
C -0.06581 2.12950 -1.71996
O 0.30223 3.10820 -1.10508
O -0.08898 1.95696 -3.08328
C 0.24384 0.60940 -3.31350
C 1.71249 0.36995 -3.55890
C 2.16396 1.09415 -4.83251
C 3.66345 1.31689 -4.76222
F 4.31346 0.28218 -4.20774
F 3.86795 2.38364 -3.94386
C 4.30750 1.72598 -6.12339
F 5.40176 2.46561 -5.88263
F 3.40248 2.46447 -6.79073
C 4.74364 0.48934 -6.97011
F 5.86660 0.00536 -6.43403
F 3.77841 -0.44686 -6.82048
C 4.89583 0.80546 -8.47531
F 5.42079 2.04540 -8.54954
F 3.65809 0.85399 -9.00724
C 5.77945 -0.13167 -9.35960
F 6.36263 0.66442 -10.27779
F 6.76119 -0.73282 -8.68142
C 5.03944 -1.20775 -10.21291
F 4.24097 -0.61940 -11.11729
F 6.01402 -1.85332 -10.89239
C 4.21406 -2.30058 -9.48457
F 3.10419 -1.76573 -8.94631
F 3.81924 -3.16314 -10.45188
C 4.94692 -3.16822 -8.43611
F 5.22453 -2.47591 -7.33124
F 6.06960 -3.68606 -8.92574
F 4.10974 -4.16713 -8.10901
H 0.56973 -2.44212 0.74373
H -0.74157 -1.22083 0.69942
H -0.85165 -2.74738 -0.24439
H -1.69005 -1.53385 -3.01340
H -2.26948 0.09855 -3.11676
H -2.63544 -0.11267 -0.50103
H -2.62337 -1.82603 -0.85829
H -4.28931 -1.44633 -2.32433
H -0.30826 0.26757 -4.18231
H 1.84562 -0.69152 -3.70903
H 2.27547 0.68175 -2.68707
H 1.69955 2.06773 -4.85237
H 1.89279 0.49849 -5.69265
C -2.87751 4.78568 3.22738
O -2.43538 5.66763 2.20884
C -1.63426 5.03104 1.22375
C -2.42557 4.68125 -0.01669
O -3.43150 3.71012 0.24549
C -4.72126 4.26796 0.41656
H -3.69667 5.27218 3.75591
H -3.23851 3.83886 2.81980
H -2.07163 4.58613 3.94147
H -1.15799 4.13659 1.63583
H -0.84425 5.73451 0.94587
H -1.74647 4.24808 -0.74879
H -2.86661 5.58111 -0.45681
H -5.15763 4.52636 -0.55487
H -4.69819 5.15737 1.04947
H -5.34842 3.51453 0.89140
C -0.38223 -6.32008 -7.78506
O -0.32254 -6.31194 -6.36959
C -0.01653 -7.57995 -5.81073
C 1.44833 -7.70510 -5.44943
O 2.28446 -7.65179 -6.59312
C 2.86103 -6.37496 -6.81034
H -0.33023 -5.28623 -8.12399
H 0.44896 -6.87564 -8.22384
H -1.32894 -6.75440 -8.12458
H -0.30883 -8.38105 -6.49633
H -0.61264 -7.68260 -4.89889
H 1.60977 -8.67853 -4.97613
H 1.73000 -6.93000 -4.73017
H 3.70373 -6.22105 -6.12732
H 2.13416 -5.57156 -6.67489
H 3.22812 -6.35051 -7.83135
C 0.39660 5.08747 5.74876
O -0.56046 4.15100 6.21506
C -0.13870 3.44511 7.37295
C -0.72488 4.02741 8.64025
O -0.25655 5.34595 8.88347
C -1.16973 6.35086 8.48087
H -0.11103 5.76886 5.06656
H 0.82973 5.66672 6.56647
H 1.19617 4.57518 5.20272
H 0.95327 3.42397 7.43224
H -0.49012 2.41438 7.26767
H -0.40479 3.41066 9.48553
H -1.81882 4.00884 8.60315
H -1.97574 6.45109 9.21643
H -1.60098 6.13958 7.50021
H -0.62497 7.29244 8.42962
C 0.25458 -1.18428 -12.13714
O -0.61477 -0.17074 -12.61217
C -1.79160 -0.02372 -11.83395
C -1.68223 1.12217 -10.85065
O -0.67700 0.88752 -9.87811
C 0.54652 1.54219 -10.16662
H 1.22766 -1.02952 -12.60137
H 0.37267 -1.14369 -11.05201
H -0.11904 -2.17292 -12.42509
H -2.02203 -0.95549 -11.30839
H -2.61304 0.18478 -12.52595
H -2.63296 1.22005 -10.31774
H -1.49428 2.06124 -11.37955
H 0.48314 2.60346 -9.90208
H 0.82056 1.44794 -11.21926
H 1.31996 1.07577 -9.56086
C 0.02773 -2.14526 11.06046
O 0.66688 -1.52444 12.16292
C 1.73640 -0.66771 11.78900
C 1.30982 0.78394 11.75902
O 0.33482 1.02763 10.75783
C -0.98581 1.04356 11.27237
H -0.92987 -2.53187 11.40762
H -0.15386 -1.44073 10.24661
H 0.63202 -2.98066 10.69068
H 2.14669 -0.96553 10.81956
H 2.52337 -0.78778 12.53945
H 2.17946 1.40438 11.52212
H 0.93687 1.08881 12.74152
H -1.18236 2.00116 11.76842
H -1.15754 0.23019 11.97597
H -1.67687 0.93400 10.43804
C -4.93006 0.09561 13.17147
O -3.81494 -0.69263 12.79083
C -2.99036 -1.05088 13.89343
C -3.28080 -2.45501 14.37753
O -4.59243 -2.57927 14.90399
C -5.51618 -3.14138 13.98889
H -5.64711 0.07228 12.35200
H -5.41208 -0.29040 14.07161
H -4.62338 1.13370 13.34044
H -3.10555 -0.33069 14.70883
H -1.95164 -1.00849 13.55103
H -2.58503 -2.69561 15.18671
H -3.12092 -3.17648 13.57038
H -5.38532 -4.22762 13.93359
H -5.41018 -2.71407 12.98973
H -6.51840 -2.92891 14.35785
*
```